Entry 1:
A 9-piece molecular cluster, C34H56N2O21 overall, computed with ωB97M-V/def2-TZVPD.

Structure (XYZ):
```
113
Properties=species:S:1:pos:R:3:forces:R:3
C -15.283 3.782 10.706 -0.717 0.533 -1.538
O -21.244 1.478 9.244 3.802 3.809 -6.919
H -17.427 0.306 14.514 0.157 -0.257 -0.333
H -16.317 -3.355 14.752 -0.795 -1.112 0.312
H -16.038 -2.055 11.818 0.334 -0.161 -0.543
H -14.585 1.896 9.709 0.672 -0.132 0.376
H -15.927 -1.393 6.047 -0.054 0.719 -0.171
O -20.835 -4.509 10.015 -0.320 -1.676 1.935
H -14.321 -6.648 12.598 -0.497 -0.069 0.056
H -17.018 -7.420 11.972 0.178 -0.247 0.804
H -14.762 -7.744 11.306 -0.401 -0.012 0.092
H -19.212 4.852 9.163 -0.212 0.112 -0.760
C -16.715 -6.561 14.001 -0.662 0.245 0.063
H -13.919 -3.216 12.535 0.097 -0.224 0.787
H -16.523 -0.253 9.206 -0.983 -0.565 -1.013
C -17.295 4.252 11.831 -1.078 -2.150 0.588
H -17.195 -0.372 11.317 0.524 0.009 0.214
H -18.325 0.817 10.772 0.056 0.079 -0.107
C -17.688 3.195 6.490 2.073 1.560 1.974
H -16.321 1.419 15.246 0.292 -0.185 0.306
C -18.024 -0.226 10.653 -0.631 1.100 -0.994
H -14.747 -4.550 16.598 0.600 0.157 -0.680
C -18.705 -4.349 9.230 1.427 -1.317 1.178
O -15.014 -10.364 14.164 0.522 -1.790 0.360
H -15.215 5.959 10.570 -0.662 -0.104 0.107
O -19.652 -3.638 8.440 0.850 0.507 -1.464
C -15.675 0.888 13.261 -0.009 0.070 0.938
C -15.211 -9.388 13.545 -2.508 -0.202 1.959
H -14.123 2.055 12.246 -0.507 0.148 -1.056
C -16.965 -1.427 5.729 -0.144 -0.949 -1.560
H -20.163 -6.782 8.610 -1.117 0.111 -0.959
H -13.945 -4.350 11.206 -0.838 0.893 0.130
N -18.182 -3.154 12.499 -0.490 1.923 -1.410
H -16.111 2.400 9.336 -1.798 -0.165 -1.191
H -20.239 -0.497 7.452 0.342 -0.071 0.062
H -17.413 -2.243 6.268 -0.673 0.250 0.900
O -16.474 -8.849 13.453 0.417 -0.032 -1.355
H -12.908 -2.487 15.980 -0.041 2.792 -0.232
H -16.764 -5.507 13.701 0.839 -0.057 -0.166
H -14.597 2.740 13.707 0.157 0.536 1.241
H -12.479 -3.784 16.965 -0.618 -0.367 0.085
H -17.794 -6.670 14.181 0.237 -0.616 0.276
C -14.906 -7.554 12.378 0.714 1.635 -1.023
H -18.187 -3.653 9.915 -0.308 -0.222 -0.660
C -19.907 4.016 9.218 -1.427 0.629 1.404
H -13.370 -1.680 10.830 -1.713 0.181 -2.010
C -19.613 -5.245 10.103 -0.730 -1.648 -1.570
O -15.757 1.132 6.390 -7.830 -1.364 -1.879
H -20.873 -0.226 5.802 0.951 0.600 -0.140
H -15.967 0.914 12.250 -1.257 -0.457 -1.012
H -17.673 3.200 7.549 -0.101 0.499 1.455
C -14.472 1.804 13.223 1.258 -0.666 -0.174
H -16.170 5.190 9.327 -0.378 0.125 -1.029
O -18.258 4.017 12.496 0.506 -0.159 0.341
C -14.605 -3.704 11.856 1.590 1.416 -1.186
C -19.823 -6.722 9.609 2.105 0.209 0.725
C -17.107 0.943 6.089 6.396 1.300 2.213
O -21.846 -3.010 8.800 2.313 -0.773 -0.689
H -20.296 -7.455 10.289 -0.270 0.926 -0.275
C -18.553 -2.251 11.853 -0.374 -1.872 1.370
C -14.428 -1.622 10.293 1.742 -0.669 1.885
O -12.889 -1.121 14.033 -1.360 -0.391 -0.840
C -15.154 2.783 9.485 1.029 1.604 2.294
H -18.808 -7.145 9.465 -0.099 0.250 0.375
H -21.881 -0.189 7.068 -0.793 0.567 0.957
C -16.345 -7.551 12.850 -0.774 1.033 1.058
C -19.145 -1.092 11.135 -0.311 -1.081 0.964
C -15.334 -2.539 11.126 1.214 -1.399 0.028
C -15.474 -3.075 8.930 -0.127 -0.573 -3.322
H -17.841 -1.583 8.993 0.871 -0.016 0.186
C -15.553 -2.117 16.247 -0.798 2.617 2.929
H -17.871 -4.916 8.675 -1.718 1.045 0.270
H -19.824 -1.446 10.353 0.116 0.093 0.010
C -14.332 -4.074 15.661 -0.935 -0.779 4.078
H -17.092 -1.805 4.684 0.576 0.745 0.573
O -20.587 1.446 6.940 0.356 3.213 0.511
O -14.317 -8.585 13.083 2.294 0.141 -0.526
C -15.409 -3.116 15.261 1.546 1.743 -1.235
C -16.791 1.163 14.303 0.418 0.511 0.059
H -18.161 -0.074 8.421 -0.393 1.147 -0.229
H -19.453 3.295 9.836 0.073 -0.460 1.979
C -12.912 -3.506 16.003 -1.576 -2.386 0.261
H -14.917 -2.565 14.486 0.250 0.665 -0.916
H -19.370 -5.319 11.130 0.611 0.449 1.011
H -15.312 -4.336 12.316 -0.813 -0.563 0.819
O -15.991 -3.201 10.075 -3.503 -1.455 2.754
H -14.469 -4.827 14.967 1.014 -1.841 -1.657
O -15.056 -0.410 13.501 0.807 -0.576 -0.067
C -15.933 5.146 10.360 2.231 1.041 -0.767
H -17.466 2.025 14.127 0.579 -0.435 -0.706
H -14.773 -0.626 10.243 -0.156 1.300 0.393
H -14.647 3.336 8.705 -0.370 -0.223 -0.600
C -20.843 -3.680 9.021 -2.864 2.026 -0.061
O -17.130 5.285 11.102 0.747 2.781 -1.480
H -14.322 3.879 11.204 -0.048 0.178 0.250
N -15.585 -1.312 17.090 0.002 -1.292 -1.504
C -13.702 -0.296 13.722 0.044 1.243 1.052
H -18.415 3.893 6.198 -0.959 0.570 -0.899
O -14.583 -2.095 8.950 1.968 0.272 -0.204
O -17.740 -0.204 5.821 1.205 0.933 0.483
C -20.880 0.119 6.837 -1.016 -3.149 -0.499
O -16.285 3.398 11.589 -0.167 -3.281 2.444
H -19.756 -0.585 11.879 -0.145 0.060 0.031
H -12.252 -3.870 15.283 1.296 -0.360 -1.322
O -15.833 -3.729 7.969 0.834 0.944 0.579
H -16.687 3.460 6.261 0.928 0.366 -0.968
O -20.078 3.336 8.049 -1.276 -4.134 -3.862
C -17.611 -0.529 9.213 1.207 -0.622 0.990
H -16.182 -6.691 15.001 -0.412 -0.006 -1.609
O -13.353 0.999 13.667 -0.503 0.571 0.512
O -17.989 1.936 6.163 -0.899 -4.579 -2.188
H -20.941 4.324 9.459 0.867 0.223 1.100
C -20.674 2.057 8.095 -2.077 -1.517 6.477
```
Positions in Å, forces in eV/Å.

Computed properties:
LUMO level ... -0.0004 Eh
Structure (SMILES) ... C[C@H]1COC(=O)O1.C[C@H]1COC(=O)O1.C[C@H]1COC(=O)O1.C[C@H]1COC(=O)O1.C[C@H]1COC(=O)O1.COC(=O)OC.COC(=O)OC.CCCC#N.CCCC#N
Energy relative to the best compared isomer or geometry (same formula, charge and spin) ... 308.67 kJ/mol
Electronic energy ... -82137.859 eV

Entry 2:
C34H56N2O2P3V as an isolated structure, computed with ωB97M-V/def2-TZVPD.

Structure (XYZ):
```
98
Properties=species:S:1:pos:R:3:forces:R:3
H 2.774 -1.734 2.291 0.183 -0.189 -0.139
C 0.222 -1.687 -1.983 -0.165 0.238 0.394
H -1.725 1.431 -2.481 -0.213 -0.140 0.071
C 1.458 -0.896 -1.934 0.166 1.691 -0.699
C 1.620 -3.376 0.257 -0.054 0.073 -0.117
C 4.904 0.086 0.296 0.166 0.078 0.028
O 1.322 -0.169 3.152 -0.318 -0.033 0.347
H -3.215 -3.407 -1.877 0.215 0.084 -0.233
H -3.105 -1.925 0.712 0.063 0.238 -0.275
H -0.597 -2.106 3.897 0.101 0.114 0.232
C 0.851 2.849 -3.776 0.157 -0.102 -0.274
C 0.973 3.418 -5.043 -0.016 -0.242 0.035
C 3.234 1.896 -0.030 0.050 0.121 0.020
H 5.695 0.835 0.138 -0.220 -0.141 0.020
H 4.397 -0.351 -2.425 -0.066 0.194 0.079
H -2.445 2.312 2.574 -0.280 -0.076 0.000
H -3.977 -1.316 -0.692 0.345 -0.110 0.110
P 0.800 -0.260 4.564 0.139 -0.011 -0.978
H -1.512 -4.112 -3.619 0.059 0.187 0.210
C -3.484 1.961 2.521 -0.062 0.040 0.233
H -3.900 1.968 3.540 0.110 0.029 -0.205
H 1.181 -3.547 -0.731 0.065 0.001 0.239
C 1.304 1.212 -6.001 -0.032 0.063 0.044
H 2.413 2.304 -0.631 0.169 -0.073 0.141
C 0.815 0.954 -2.270 -0.605 -2.400 2.326
H -0.780 -1.751 5.648 0.140 -0.124 -0.146
H 5.311 -0.882 -0.021 -0.131 0.251 0.123
C -0.054 -2.675 -2.929 -0.269 -0.023 -0.216
H 2.179 -1.109 -2.721 -0.090 -0.360 0.056
H 2.913 1.869 1.020 0.105 -0.011 -0.202
C 2.084 -0.184 5.823 0.095 -0.106 0.268
H -3.303 3.604 -1.563 0.091 -0.108 0.194
H -1.885 3.095 -0.614 -0.249 -0.068 -0.095
H 1.464 0.572 -6.871 -0.058 0.236 0.250
C 3.400 -2.355 1.632 0.067 -0.103 0.181
H 3.423 -3.376 2.038 0.015 0.183 -0.059
H -5.221 -0.751 1.187 0.018 0.203 0.157
H 3.935 -2.224 -1.724 -0.055 -0.153 0.315
C 1.200 2.599 -6.158 -0.010 -0.046 0.275
C 2.813 -2.406 0.207 0.145 0.477 -0.043
H -3.336 1.655 -3.173 0.096 -0.166 0.235
H -1.374 0.714 5.040 0.238 0.161 -0.034
H -0.269 1.870 4.232 0.004 -0.162 0.183
C -2.771 1.126 -2.390 0.249 -0.022 -0.060
H 4.092 2.580 -0.116 -0.213 -0.117 0.049
N -0.711 -1.348 -1.044 -0.093 -0.181 -0.715
H 3.529 -3.863 -1.239 0.153 0.191 0.064
H 1.290 3.047 -7.150 -0.020 -0.170 0.310
H 4.834 -3.009 -0.409 -0.229 0.048 -0.140
H -5.401 1.847 -0.276 0.156 -0.157 -0.254
H -3.383 -0.306 3.941 0.090 -0.032 -0.254
C -3.595 0.534 1.960 0.028 0.211 -0.458
H -3.454 3.358 0.187 0.106 -0.073 -0.291
H -0.059 1.482 5.964 -0.223 0.014 -0.252
O 0.005 2.680 1.989 -0.336 -4.050 -2.423
H -2.845 0.050 -2.588 -0.054 0.169 -0.050
C -2.997 -1.296 -0.187 -0.335 -0.279 0.017
H 0.836 -3.017 0.937 0.100 -0.069 -0.068
P -2.602 0.434 0.342 -0.625 -0.232 -0.263
H 3.253 1.006 -2.616 0.301 -0.109 0.114
C 4.069 0.606 -2.003 0.135 0.124 -0.047
H -3.124 -1.500 2.662 0.022 0.208 0.097
H -5.217 1.879 -2.029 0.064 -0.131 0.231
C -0.040 1.665 1.368 1.056 7.311 4.805
H 4.685 0.064 1.370 0.066 -0.005 -0.237
C -1.944 -1.885 -1.092 0.320 -0.391 -0.065
C 0.991 1.458 -3.616 -0.031 0.421 -0.854
H 1.982 -4.344 0.633 -0.092 0.228 -0.080
P 2.202 -0.675 -0.244 -0.323 -0.135 -0.644
H -5.196 0.321 -1.194 -0.007 0.260 0.055
C -0.340 1.078 4.984 -0.240 0.128 0.281
H 2.965 0.314 5.402 -0.178 -0.090 0.111
C -5.076 0.152 1.795 -0.161 -0.012 0.247
H 1.715 0.382 6.686 0.241 -0.216 -0.127
H 0.677 -2.598 5.049 -0.247 0.110 -0.105
C -1.290 -3.322 -2.902 0.450 0.124 0.130
H 0.888 4.500 -5.155 0.016 -0.332 -0.034
H -5.489 -0.057 2.793 0.085 0.010 -0.198
H 4.425 -1.976 1.656 -0.294 -0.099 -0.006
H 2.345 -1.200 6.141 0.107 0.281 -0.051
H -5.679 0.963 1.373 0.230 -0.301 0.135
C -4.881 1.369 -1.113 -0.107 0.249 -0.101
C -2.235 -2.940 -1.953 -0.223 0.297 0.039
V -0.122 0.239 0.245 -0.344 -3.317 -0.498
C 1.201 0.633 -4.736 -0.020 0.470 0.281
C -3.355 1.519 -1.024 -0.161 -0.024 0.324
H 0.650 3.454 -2.889 0.109 -0.158 -0.333
C 3.677 0.508 -0.523 -0.235 -0.139 0.025
N 0.194 1.350 -1.273 0.759 0.874 -2.180
C -2.973 2.977 -0.722 0.022 0.135 -0.043
C -0.069 -1.827 4.816 -0.008 -0.091 0.308
C -2.945 -0.455 2.942 0.135 -0.009 0.021
H -1.861 -0.303 3.025 -0.167 0.013 -0.066
H 1.257 -0.447 -4.604 0.043 0.286 -0.102
H -4.068 2.681 1.934 0.169 -0.245 0.156
H 4.917 1.303 -2.084 -0.200 -0.151 -0.001
C 3.837 -2.882 -0.851 0.117 -0.520 -0.035
H 0.708 -2.914 -3.672 -0.269 -0.020 0.187
```
Positions in Å, forces in eV/Å.

Computed properties:
LUMO level (spin up / spin down) ... -0.0925 / -0.0993 Eh
Charge ... +1
Spin multiplicity ... 4
Energy relative to the best compared isomer or geometry (same formula, charge and spin) ... 0.00 kJ/mol
Electronic energy ... -96792.417 eV

Across the entries above, max |F| takes the values 8.8; 8.8 eV/Å, respectively.